1.
The following is a DFT calculation (ωB97M-V/def2-TZVPD) of a molecular structure, C29H53AlBeBrCl4F5LiNO12S in a non-equilibrium geometry.

Structure (XYZ):
```
109
Properties=species:S:1:pos:R:3:forces:R:3:mulliken_charge:R:1
Br 1.53006 2.78873 -0.81982 4.79 -1.86 0.36 -0.696
Cl -2.48728 1.63769 -3.60502 -0.17 -0.11 -0.24 -0.084
Cl -4.82158 0.28874 -4.69921 0.74 0.13 0.00 0.001
Cl -3.35258 2.20323 -6.32474 0.04 -0.23 0.32 -0.117
Cl -2.16449 -0.37373 -5.68235 -0.30 0.47 0.16 -0.064
S 0.11586 -0.29877 4.27686 0.23 -0.28 -0.03 1.190
Al 8.51921 -0.17028 0.18043 -0.19 -0.41 0.31 0.847
F -2.25840 -2.42548 -3.32279 1.87 0.57 4.34 -0.234
F 9.55808 1.12123 -0.52390 -1.26 -1.28 0.58 -0.473
F 9.44008 -1.05585 1.44983 -1.11 1.10 -1.54 -0.421
F 8.02782 -1.31933 -1.11640 0.63 1.52 1.52 -0.490
F 7.05093 0.57269 0.91221 1.83 -0.78 -1.01 -0.438
O -1.08769 -3.60194 -1.52444 -4.05 8.44 -3.72 -0.467
O 6.47761 -1.83417 5.02301 0.37 -0.82 -0.14 -0.615
O 6.20672 3.14409 -2.69557 -0.26 1.06 -0.01 -0.297
O -1.19489 4.74611 -0.54899 -0.75 0.09 0.34 -0.511
O 6.28733 5.17759 -1.62718 0.03 -0.74 -0.86 -0.580
O 0.22953 -1.69558 3.90745 -0.47 0.32 0.25 -0.681
O 4.73055 3.56736 -1.12532 1.56 0.68 -1.31 -0.202
O -0.93943 0.19138 5.13839 0.02 -0.35 -0.21 -0.676
O -8.61840 -2.12440 -2.47812 0.59 1.52 -1.30 -0.581
O -2.54404 5.18367 1.12819 0.54 -0.76 -0.96 -0.356
O -2.55977 3.06956 0.22867 0.52 1.39 -0.10 -0.482
O -7.53496 -0.66840 -3.86981 -0.21 -0.63 0.44 -0.187
N 8.04725 -3.44507 4.47711 -1.51 0.14 0.26 0.152
C -3.09476 -4.96497 1.80876 -0.33 -0.60 -0.03 -0.522
C 7.34889 3.50407 -3.48257 0.34 -2.08 1.20 0.055
C -5.64600 -2.90242 -0.32899 0.68 0.52 -1.17 -0.370
C 0.13990 0.69043 2.79479 -0.08 0.32 -0.47 -0.388
C -2.62542 -1.26790 0.29762 -3.23 -2.68 -6.41 0.418
C -9.79508 -0.22318 -3.40296 -0.37 0.08 -0.39 -0.411
C -4.88539 -4.21328 -0.95441 -0.78 -0.93 -0.22 -0.063
C 4.25430 4.41388 -0.08188 -0.22 0.44 0.97 -0.265
C -4.65430 -5.43555 1.51831 0.22 -1.11 0.59 -0.441
C -1.53609 -1.14142 -0.96137 0.39 1.31 0.59 0.266
C 1.68342 0.26895 4.91881 0.58 0.09 0.35 -0.653
C 1.06724 1.84867 3.13135 0.06 0.34 -0.02 -0.378
C -7.87058 0.56475 -4.50423 0.12 0.65 -0.49 -0.484
C -1.61274 -2.43268 -1.97194 2.68 -7.30 2.46 0.353
C -3.54677 4.76588 2.05237 -0.40 -0.15 0.44 -0.552
C -4.08170 -0.63053 -0.10437 1.21 2.06 1.71 -0.647
C 5.78710 4.07720 -1.80364 -0.80 -0.88 0.94 0.700
C -0.67616 3.83500 -1.51595 -3.55 0.47 -0.68 0.126
C -3.20646 0.93899 -5.07786 -0.07 -0.34 -0.29 0.180
C 8.62723 3.38750 -2.66866 0.01 0.19 -0.13 -1.338
C 9.16416 -2.53361 4.61439 -0.13 0.45 0.02 -0.882
C 2.24996 1.22977 3.87482 0.32 0.06 -0.21 -0.729
C -2.14209 4.21643 0.26551 -0.02 -0.16 0.16 0.725
C 6.76967 -2.97999 4.70525 0.91 0.33 -0.07 0.131
C 8.30826 -4.81945 4.10358 0.07 0.30 0.00 -0.918
C -4.99078 -1.57828 -1.09633 -1.21 -0.40 -0.19 0.231
C -9.37215 0.55513 -4.62311 -0.59 0.46 -0.55 -0.612
C -5.02703 -5.58774 -0.07222 0.24 0.20 0.27 -0.826
C -8.62304 -1.13211 -3.18772 -0.09 -1.71 1.55 0.409
Be 8.07213 5.62078 -3.44935 0.68 1.42 0.94 0.094
Li 0.78485 4.10955 -3.36689 1.06 -0.84 -0.37 0.857
H -7.50824 1.38852 -3.88031 -0.01 -0.06 -0.04 0.336
H 10.10754 -3.04426 4.40319 -0.26 0.02 -0.01 0.352
H 9.17912 -2.13972 5.63502 0.13 0.04 -0.09 0.290
H 5.99780 -3.75582 4.57303 0.09 -0.09 -0.05 0.274
H -10.70801 -0.79399 -3.58777 0.17 0.03 0.41 0.301
H 8.71331 2.38890 -2.22883 0.02 0.05 0.03 0.312
H -3.79232 5.61774 2.69260 0.27 -0.03 -0.30 0.221
H 2.34308 -0.58804 5.07674 -0.26 0.05 0.05 0.395
H -3.07195 -4.21087 2.70484 0.15 -1.23 -1.95 0.166
H 2.87711 0.67598 3.16564 -0.08 0.11 0.12 0.311
H -9.91171 0.42287 -2.52842 -0.06 -0.18 0.03 0.248
H 7.37934 -5.39237 4.03662 0.10 0.16 0.03 0.301
H -4.65038 -0.42761 0.92414 0.92 -0.57 -2.32 0.389
H 8.95680 -5.27340 4.85811 -0.01 -0.18 -0.13 0.329
H -2.63213 -4.55895 0.81132 -0.71 -0.48 2.05 0.027
H -5.41353 -4.43278 -2.00223 1.25 0.54 2.18 0.300
H -4.45524 4.45927 1.52393 0.23 -0.09 0.08 0.275
H 9.03209 -1.70078 3.91726 0.22 -0.07 0.07 0.266
H -4.74176 -6.53117 1.98315 -0.02 2.37 -1.01 0.325
H 1.38729 2.38183 2.23139 -0.08 -0.10 0.09 -0.037
H -5.41652 -4.77755 2.13852 1.53 -1.20 -1.54 0.264
H -2.43153 -5.89027 2.13136 -1.43 1.92 -0.74 0.346
H 8.63874 4.10044 -1.83951 0.05 0.04 0.18 0.357
H -3.74940 -4.06543 -1.19299 -2.09 0.12 0.61 -0.104
H 2.87911 1.99397 4.34180 -0.08 -0.18 -0.08 0.342
H -9.66922 0.01017 -5.52742 0.07 0.13 0.12 0.279
H 0.55324 2.56386 3.78461 -0.02 -0.09 -0.09 0.367
H -9.80629 1.55710 -4.67519 0.14 -0.12 -0.04 0.339
H 7.22824 4.50835 -3.90468 -1.30 -0.27 -1.04 0.265
H 3.33088 3.98072 0.31259 0.51 -0.03 -0.34 -0.192
H -4.24957 -6.37446 -0.51908 -1.92 1.57 0.86 0.282
H 8.80899 -4.83215 3.13137 -0.02 -0.20 0.06 0.323
H 4.03126 5.41903 -0.45396 0.19 -0.15 0.01 0.315
H 0.55328 0.07624 1.98923 -0.01 0.03 0.13 0.093
H -1.68140 -0.13641 -1.56055 0.10 -2.10 1.36 -0.134
H -3.17367 3.95510 2.68643 -0.12 0.05 -0.22 0.248
H -0.45633 -1.11290 -0.46038 -2.14 -0.43 -1.45 0.352
H 0.07251 4.36443 -2.11171 -0.95 0.65 1.86 -0.275
H -2.83783 -2.41084 0.50255 1.18 2.16 0.93 -0.341
H -6.80219 -2.92244 -0.61382 2.57 -0.08 0.76 0.240
H 9.50253 3.57771 -3.29451 0.04 -0.12 -0.02 0.406
H -6.13914 -5.97532 -0.16415 2.36 0.60 0.16 0.300
H -5.91586 -0.90673 -1.43823 2.20 -1.03 0.84 -0.172
H -1.46984 3.49112 -2.18707 -0.38 0.28 -0.12 -0.072
H -4.43723 -1.87126 -2.09869 -0.94 0.56 2.22 0.092
H 1.49677 0.77572 5.86961 -0.12 -0.16 -0.14 0.345
H -0.18831 2.98697 -1.02470 -1.82 0.59 -0.58 0.658
H 4.99085 4.45540 0.72632 0.02 0.12 -0.24 0.312
H -0.87256 1.01008 2.54233 0.00 -0.14 0.10 0.429
H -5.51326 -2.75090 0.82376 -0.25 -0.52 -2.15 0.274
H -7.38420 0.62050 -5.48246 0.02 -0.12 0.28 0.398
H -3.89833 0.42735 -0.60808 -0.36 -2.21 1.06 0.251
H 7.39000 2.80410 -4.32231 -0.27 0.33 0.04 0.431
```
Forces are in eV/Å.

Results
Kohn-Sham gap: 1.07 eV
Calculated total energy: -208742.1426 eV
E_HOMO: -6.5 eV

---

2.
The following is a DFT calculation (ωB97M-V/def2-TZVPD) of C3H6N2O2 in the gas phase.

Structure (XYZ):
```
13
Properties=species:S:1:pos:R:3:forces:R:3:mulliken_charge:R:1
O -0.59704 2.52033 -0.55612 0.46 -0.40 0.19 -0.601
O -0.89889 -0.66450 1.14741 0.68 -0.15 -0.04 -0.143
N 1.18428 1.21826 0.01598 -0.17 0.26 -0.17 -0.342
N 0.48161 -1.95213 -0.19053 -0.29 0.24 0.15 -0.233
C -0.04411 -1.68183 1.03649 0.45 0.13 -0.20 -0.322
C -0.14095 1.47208 -0.13114 -0.21 -0.35 0.00 0.481
C -1.17162 0.37827 0.19639 -0.34 -0.11 -0.24 -0.339
H 1.24853 -2.61409 -0.14453 -0.57 -0.05 -0.15 0.281
H 0.09203 -1.79742 -1.13079 0.22 0.40 0.62 0.197
H -2.00404 0.92617 0.63771 0.01 -0.15 -0.18 0.302
H 1.78493 1.94863 -0.33862 0.10 -0.18 0.15 0.246
H 1.56629 0.30171 0.20630 -0.28 0.22 0.01 0.224
H -1.50103 -0.05547 -0.74855 -0.06 0.12 -0.13 0.250
```
Forces are in eV/Å.

Results
Kohn-Sham gap: 9.34 eV
Calculated total energy: -10281.7557 eV
ΔE to the lowest compared entry with this formula, charge and spin: 70.1 kcal per mole
E_HOMO: -8.7 eV

---

3.
The following is a DFT calculation (ωB97M-V/def2-TZVPD) of a molecular structure, C28H46CoGeNO8P2Te in a non-equilibrium geometry.

Structure (XYZ):
```
88
Properties=species:S:1:pos:R:3:forces:R:3:lowdin_spin:R:1
Te 0.67107 -1.65084 -0.42893 0.31 -0.15 0.07 0.082
Ge -2.01629 1.93410 3.30809 -0.23 -0.22 -0.08 0.000
Co -3.01664 0.47622 0.11654 0.28 0.67 0.42 1.182
P -3.87345 -0.48967 2.48178 -0.37 0.23 -0.05 0.001
P -5.39592 1.66826 1.14822 -0.03 -0.13 -0.18 0.002
O -5.09371 0.07570 1.57564 0.51 0.01 0.07 0.020
O -4.32432 -0.22928 3.97277 0.06 -0.05 0.02 0.000
O -6.75295 1.86132 0.64603 0.13 -0.15 0.05 0.001
O -3.52732 -0.26375 -1.56234 0.36 -0.31 0.20 0.038
O -3.52906 -1.87105 2.18629 -0.05 0.11 0.01 0.000
O -5.24611 2.30791 2.63323 0.25 0.06 0.05 0.001
O -2.69495 0.56456 2.17753 -0.48 -0.21 0.09 -0.007
O -4.16820 2.04758 0.33391 -0.18 -0.33 0.21 -0.004
N -1.78840 -0.82529 -0.36341 -1.07 0.22 -0.56 0.549
C 2.46750 -4.10065 -0.76735 0.06 -0.06 -0.03 0.001
C 2.69386 0.83209 2.10105 0.04 -0.03 0.05 0.000
C -3.06389 -2.65117 -1.49304 0.04 -0.10 -0.07 0.009
C -0.56886 1.08913 4.24011 0.39 -0.20 0.11 0.000
C -1.67093 3.32848 2.04347 -0.02 0.33 -0.24 0.001
C 0.00332 -1.02850 -4.70688 -0.01 -0.08 0.05 -0.001
C 2.42471 -2.71631 -1.00708 -0.08 -0.17 0.08 0.027
C 3.56201 -0.58583 -1.86037 -0.01 -0.07 0.01 0.002
C -0.25926 0.97412 -6.21789 0.01 -0.02 0.07 0.001
C 4.58223 -2.84981 -2.05425 -0.01 0.08 -0.01 0.002
C 0.36376 0.58838 -2.47849 -0.01 0.09 0.01 0.004
C -0.02777 0.34495 -4.86724 -0.01 0.08 -0.03 0.003
C -1.27443 5.13609 3.81034 -0.01 -0.02 -0.03 0.000
C 0.39512 -0.80929 -2.34361 -0.10 -0.03 -0.06 0.000
C -0.29106 6.15949 4.36131 0.04 0.05 -0.01 0.000
C 5.80504 -5.03627 -2.34369 -0.04 0.03 0.02 0.000
C 1.40694 1.43205 2.65329 -0.03 0.00 0.00 0.000
C 3.56817 -4.82655 -1.20319 0.01 -0.02 0.03 0.000
C 0.55126 0.42878 3.42487 0.01 0.06 0.06 0.000
C 0.22369 -3.13994 -3.42509 0.07 0.08 0.03 0.002
C 0.15475 1.13618 -3.73743 -0.01 0.05 -0.02 -0.001
C -0.73256 4.41416 2.57928 -0.05 0.01 -0.04 0.000
C 0.54190 1.53936 -1.31632 -0.02 -0.07 -0.06 0.005
C 0.20701 -1.63107 -3.46200 -0.01 0.05 -0.10 0.004
C 4.63173 -4.22043 -1.86440 0.03 -0.01 -0.01 0.000
C 3.49915 -2.07552 -1.62852 0.14 -0.06 -0.05 0.006
C -2.76016 -1.23631 -1.17369 0.26 0.09 -0.10 0.053
C 1.35597 -4.84292 -0.06193 0.03 0.05 -0.05 0.006
H 5.50372 -5.72756 -3.13331 -0.01 0.01 0.01 0.000
H 0.81755 1.85756 1.83358 0.02 0.02 0.00 0.000
H -3.62748 -2.70661 -2.42210 -0.01 0.00 0.01 0.003
H -0.37097 -3.54052 -4.24651 0.03 0.00 0.00 0.000
H 0.75421 2.54339 -1.68169 0.00 0.02 0.00 0.000
H 0.60828 1.55757 -6.53301 0.00 -0.01 0.02 0.000
H -3.12565 2.23877 4.31178 -0.08 -0.01 -0.02 0.000
H 3.26229 1.56477 1.52440 -0.02 0.01 0.03 0.000
H 1.19851 -0.11774 4.11747 -0.01 -0.03 -0.01 0.000
H -1.11485 1.65162 -6.19159 0.01 -0.02 0.01 0.000
H -1.06174 0.37219 4.90112 0.10 -0.07 0.02 0.000
H 3.10913 -0.03314 -1.03545 0.01 -0.04 0.00 0.001
H -3.66719 -3.05314 -0.67556 0.00 0.02 -0.02 0.000
H 1.34814 1.23088 -0.64905 -0.01 0.00 -0.04 0.001
H -2.14484 -3.23016 -1.55110 0.00 0.00 0.00 -0.001
H -0.69976 6.69125 5.22108 -0.01 -0.02 -0.01 0.000
H -4.87852 0.56041 4.04951 -0.03 0.15 0.02 0.000
H 1.05468 -4.35816 0.86717 0.02 0.03 0.00 0.002
H 5.41613 -2.35267 -2.54110 -0.02 -0.01 0.01 0.000
H -1.51047 4.40873 4.59756 -0.01 0.00 0.00 0.000
H -2.64579 3.73893 1.77121 0.05 0.05 -0.07 0.000
H 2.48828 -0.01744 1.44867 -0.03 -0.01 0.01 0.000
H -0.14429 -1.66602 -5.57359 0.00 0.02 0.03 0.000
H -2.22002 5.62287 3.55383 -0.01 -0.02 0.02 0.000
H 4.60003 -0.26561 -1.95366 -0.01 -0.01 -0.01 0.000
H 0.12911 2.21774 -3.83856 0.00 -0.05 0.00 0.000
H 1.24203 -3.52339 -3.52466 0.01 0.02 0.01 0.000
H -0.55448 5.14542 1.78555 0.03 0.02 0.03 0.000
H -0.03647 6.90179 3.60148 -0.01 -0.01 0.01 0.000
H 1.66227 2.26186 3.32163 -0.02 0.02 -0.02 0.000
H -0.45028 0.21823 -6.97923 0.01 0.00 0.02 0.000
H 3.59766 -5.89657 -1.01778 0.01 0.03 -0.01 0.000
H -0.13993 1.86223 4.89067 -0.04 -0.05 0.03 0.000
H -0.36325 1.59406 -0.70421 -0.02 -0.05 -0.02 0.003
H 6.22676 -5.63306 -1.53323 -0.01 0.01 0.00 0.000
H 0.14031 -0.31276 2.73404 -0.02 -0.01 0.00 0.000
H 0.46279 -4.90946 -0.68882 0.01 0.02 0.01 0.001
H 6.59529 -4.39978 -2.74112 -0.02 0.01 0.01 0.000
H -1.26912 2.86528 1.13929 0.05 0.03 -0.02 0.001
H 1.67023 -5.85726 0.18373 0.01 0.01 -0.04 0.000
H -5.97179 2.92200 2.77909 -0.17 0.07 0.07 0.000
H -0.17147 -3.53529 -2.49064 0.00 0.03 0.04 0.001
H 3.33339 0.48131 2.91496 -0.01 0.00 -0.03 0.000
H 0.63863 5.68006 4.67797 -0.03 0.00 -0.02 0.000
H 3.03465 -0.29559 -2.77232 0.00 -0.03 0.02 0.000
H 0.24139 3.98455 2.82592 0.02 -0.01 -0.04 0.000
```
Forces are in eV/Å.

Results
Multiplicity: 3
Kohn-Sham gap (alpha / beta): 7.57 / 5.92 eV
Calculated total energy: -167672.8680 eV
ΔE to the lowest compared entry with this formula, charge and spin: 10.6 kcal per mole
E_HOMO (alpha / beta): -7.7 / -7.7 eV